1.
Formula: C24H34N2O3
Source: OMol25
Level of theory: wB97M-V/def2-TZVPD

Each line ends with the Mulliken charge.
Atoms and positions in Å:
1 C -0.15753 0.68133 0.56338  -0.2826
2 H 1.00807 1.29864 2.27588  0.4793
3 H 2.51680 2.58454 -1.32168  0.5295
4 C -1.45688 0.36662 -1.43455  -1.2087
5 C 1.55770 2.51978 -0.79401  0.4424
6 H 0.39194 -0.27233 0.45649  0.1502
7 N 1.84469 2.19650 0.59842  0.3398
8 H 4.04410 -2.65638 2.18545  0.3616
9 H 5.45196 0.21040 0.33785  0.4688
10 C 5.37533 -2.15115 -0.86991  -0.2775
11 H 4.81746 -0.33568 1.89674  0.4507
12 H -6.25071 0.41993 0.99996  0.3929
13 C 1.71635 5.01252 -0.28053  -0.7497
14 C 0.69201 1.45936 -1.49671  -1.2876
15 C -4.76080 -0.79754 0.05128  1.0158
16 C 0.68027 1.71384 1.32106  -1.3725
17 C -4.57435 1.57173 0.34126  -1.0386
18 C -3.50550 -0.81137 -0.58146  0.4585
19 C 4.69372 -0.41490 0.81429  -1.1937
20 H 5.89517 -3.69028 -2.25956  0.3693
21 H 1.26749 5.98457 -0.50497  0.4726
22 H -6.58189 -1.77415 1.78953  0.3829
23 H 2.54853 -0.53800 0.89630  0.1186
24 H -1.07387 0.48429 1.12419  0.5581
25 C 4.44860 -2.88228 1.20852  -0.2753
26 H -4.99222 2.49881 0.70252  0.3853
27 H 3.89292 2.16701 0.42161  0.3130
28 H -7.34762 -1.50637 0.19905  0.3850
29 H -0.09358 3.84655 -0.38079  0.0984
30 H 2.72302 4.98934 -0.73055  0.2495
31 C 4.85800 -1.84346 0.38187  0.2978
32 C 3.30182 0.09889 0.42908  0.4841
33 C 3.10981 1.55376 0.88136  -1.2905
34 O -2.99462 -1.99517 -1.02656  -0.6438
35 H 2.00782 4.01050 1.32455  0.4192
36 C -2.79667 0.37061 -0.75053  0.0837
37 H 0.69001 4.12070 -1.93941  0.4673
38 H -7.09962 -3.93448 -0.31912  0.3277
39 C 4.55864 -4.19828 0.79690  -0.5914
40 O -5.35392 -2.03605 0.15142  -0.4088
41 H 3.25456 1.60048 1.96679  0.3255
42 H 0.41650 1.82908 -2.48753  0.5248
43 H 5.69766 -1.35244 -1.52348  0.3559
44 H -1.57762 0.76513 -2.44768  0.4375
45 C -3.34613 1.55993 -0.28364  -0.4516
46 H -1.09362 -0.67071 -1.51860  0.3802
47 H 4.23889 -4.99562 1.45224  0.3704
48 O 1.80993 4.93924 1.11754  -0.6522
49 H -8.03446 -3.69765 1.16530  0.4163
50 N -0.51481 1.22219 -0.73358  0.4401
51 C 0.86902 3.89226 -0.88805  -0.7840
52 H 1.27018 0.52612 -1.63234  0.1399
53 H -3.63900 -2.68285 -0.80776  0.3297
54 H -6.33925 -4.19986 1.25254  0.3266
55 C 5.48721 -3.46639 -1.28442  -0.5814
56 C -5.28989 0.39401 0.51113  -0.4999
57 H 0.03572 2.57479 1.52855  0.2816
58 H 3.18568 0.02561 -0.65402  0.1154
59 C -6.62918 -2.12820 0.75050  -0.3198
60 C 5.07875 -4.49394 -0.45163  -0.4258
61 C -7.05474 -3.58750 0.70993  -1.4195
62 H 5.16667 -5.52116 -0.77358  0.3706
63 H -2.78179 2.46891 -0.41518  0.4384

Cartesian forces, eV/Å:
C 0.103 0.110 0.232
H -0.004 0.041 0.025
H -0.036 -0.014 0.041
C 0.045 -0.062 -0.042
C -0.293 0.216 -0.411
H -0.062 0.033 -0.008
N 0.060 -0.018 0.100
H -0.035 0.033 0.109
H 0.053 0.019 0.060
C -0.003 0.022 0.038
H 0.072 0.037 0.012
H -0.092 -0.044 0.041
C -0.109 -0.048 -0.372
C 0.262 0.043 -0.014
C 0.054 -0.099 -0.040
C -0.239 -0.142 0.023
C 0.052 0.126 -0.022
C -0.194 0.129 0.105
C -0.302 -0.023 -0.130
H 0.032 -0.018 -0.070
H 0.084 -0.078 -0.081
H 0.004 0.029 -0.144
H -0.053 -0.047 -0.069
H 0.057 -0.026 0.035
C 0.020 0.032 -0.011
H -0.033 0.089 0.028
H 0.028 -0.011 0.085
H 0.116 -0.009 0.088
H -0.102 0.060 -0.039
H -0.086 0.062 -0.056
C 0.139 0.047 0.070
C 0.168 0.349 0.189
C 0.078 -0.302 -0.064
O -0.056 0.006 0.015
H -0.050 -0.024 -0.124
C -0.108 -0.367 -0.047
H -0.079 0.002 -0.088
H -0.041 -0.054 -0.078
C -0.042 -0.087 0.037
O 0.439 0.230 -0.180
H 0.094 0.014 -0.039
H 0.024 -0.025 -0.004
H 0.041 0.094 -0.058
H 0.060 -0.084 0.010
C -0.124 -0.026 0.026
H 0.037 0.122 -0.064
H -0.020 -0.059 0.048
O 0.009 0.079 0.531
H -0.105 -0.041 0.044
N -0.004 -0.029 -0.053
C 0.459 0.036 0.198
H -0.065 0.041 -0.020
H 0.038 0.020 -0.009
H 0.027 -0.079 0.064
C 0.014 -0.049 -0.093
C -0.120 -0.265 0.026
H -0.044 -0.087 0.086
H -0.070 -0.064 -0.017
C -0.414 -0.174 0.174
C 0.008 -0.105 -0.038
C 0.218 0.389 -0.039
H 0.010 -0.076 -0.023
H 0.078 0.127 0.007

ΔE to the lowest compared entry with this formula, charge and spin = 60.4 kcal/mol
HOMO energy = -8.13 eV

2.
Formula: C24H35ClEuNO4P2
Source: OMol25
Level of theory: wB97M-V/def2-TZVPD

Each line ends with the Mulliken spin population.
Atoms and positions in Å:
1 P 1.37654 -1.98043 1.17875  -0.0064
2 H 2.92894 -3.78231 0.69747  0.0003
3 C -4.25708 -0.68834 4.60215  0.0031
4 C 1.53164 2.25049 4.71258  -0.0458
5 H -0.10601 -3.79283 1.92556  0.0002
6 H -4.55769 -0.52270 5.64802  -0.0022
7 H -1.28429 4.19184 -1.71318  0.0001
8 H 1.45625 -3.80986 2.81176  -0.0005
9 H -0.75384 5.34320 5.28648  -0.0054
10 O 0.60526 -2.51655 -3.03425  0.0009
11 H -1.32085 0.87140 5.26724  0.0149
12 C -4.03322 0.59852 3.83868  -0.0358
13 Eu 1.15732 0.60064 -0.35362  5.0431
14 C 1.96524 -2.51198 -5.05603  -0.0006
15 H -3.36158 -1.32744 4.62188  -0.0027
16 H 3.34650 -0.58013 1.66654  -0.0013
17 H 3.39518 -2.14563 2.53523  0.0014
18 C -2.79601 2.64642 3.42649  0.1410
19 H 2.94983 -2.55171 -0.61324  -0.0010
20 H 2.96772 -2.97287 -5.01977  0.0001
21 H -3.75754 1.16873 -1.58285  0.0003
22 P -1.38820 1.76075 -1.47523  -0.0025
23 Cl 2.49031 -0.68275 -2.97250  0.0052
24 H 2.16309 1.37838 4.55867  0.0029
25 H 1.24409 -3.25871 -5.42199  0.0001
26 H -3.48747 2.90636 -1.98310  -0.0004
27 H -1.97359 4.51533 3.33939  -0.0180
28 C 0.66628 -3.16064 2.39274  -0.0013
29 C -2.29722 1.30736 5.50191  -0.0136
30 C -3.19070 2.07567 -1.31521  -0.0014
31 C -3.63611 2.91623 2.33122  0.1025
32 C -3.05319 1.51737 4.24322  0.1080
33 H -2.81159 0.61077 6.16702  0.0000
34 N -1.76964 3.56871 3.65362  0.3870
35 C 2.31263 -3.11604 0.08150  -0.0029
36 C 1.11526 4.37242 5.80483  -0.0318
37 H -3.45706 2.33773 -0.27667  -0.0008
38 O -0.56863 0.45539 2.96348  0.0112
39 C 0.11220 1.49766 2.75994  0.0037
40 H 1.98397 -1.65813 -5.74986  0.0002
41 C -1.21066 1.76916 -3.30393  0.0009
42 C -4.83835 0.86487 2.73605  0.1873
43 H -3.46966 3.82024 1.73066  0.0015
44 C -0.50935 3.46149 4.26172  0.0009
45 C -4.65422 2.03439 1.99251  -0.0301
46 H 1.42692 5.17599 6.46990  0.0004
47 O -2.02137 -0.91399 0.63195  0.0012
48 C -0.09774 4.48163 5.13610  0.0696
49 H 2.34820 -0.81083 3.10819  -0.0016
50 H -5.33368 2.24681 1.17038  0.0042
51 H -1.66322 2.68734 -3.70270  0.0005
52 C -0.95773 -0.57912 0.33246  -0.0153
53 H -0.98025 3.68330 -0.01925  0.0017
54 H -0.15334 1.71839 -3.59802  -0.0017
55 H 2.85733 3.16425 6.14580  0.0016
56 H 0.18170 -2.60641 3.21429  0.0003
57 H -2.14317 2.24290 6.04776  0.0068
58 H -5.62305 0.14979 2.47259  -0.0019
59 O 0.61043 1.83447 1.60202  -0.0171
60 H 0.30656 3.53140 -1.22283  0.0018
61 C 1.91276 3.24172 5.61233  0.0835
62 C 1.52167 -2.06381 -3.69050  0.0006
63 H -5.05745 -1.28377 4.14450  -0.0017
64 C -0.78124 3.45405 -1.07524  -0.0053
65 C 2.74534 -1.31928 2.21734  -0.0007
66 C 0.38208 2.41519 3.93978  0.0601
67 H 1.62297 -3.70521 -0.53651  0.0005
68 H -1.71280 0.89353 -3.74045  0.0002

Cartesian forces, eV/Å:
P 1.002 -0.625 0.600
H -0.058 0.060 -0.262
C -0.165 -0.293 0.210
C -0.036 0.370 -0.419
H 0.312 0.207 0.112
H 0.121 0.069 -0.321
H 0.206 -0.085 0.126
H -0.271 0.328 -0.265
H 0.210 -0.281 0.100
O 2.525 1.503 -1.489
H -0.076 0.037 0.103
C 0.028 -0.254 0.411
Eu -0.271 0.125 0.467
C 0.012 0.052 -0.104
H -0.134 0.327 -0.033
H 0.030 -0.217 0.108
H -0.041 0.282 -0.035
C 0.944 0.686 0.073
H -0.028 -0.119 0.246
H -0.344 0.346 0.093
H 0.167 0.359 0.045
P -0.209 0.980 -0.556
Cl 0.117 0.124 -0.089
H -0.034 0.233 -0.087
H 0.247 0.305 0.275
H 0.199 -0.408 0.260
H -0.134 -0.214 -0.085
C -0.572 -0.020 0.100
C 0.239 -0.244 0.442
C -0.325 -0.304 0.202
C -0.999 0.076 -0.899
C 0.150 -0.588 -0.005
H 0.047 0.185 -0.130
N -0.945 -0.147 -0.322
C -0.021 -0.061 -0.130
C -0.250 0.128 -0.255
H 0.270 -0.155 -0.507
O 1.373 1.754 -0.442
C -0.942 -1.878 -0.495
H 0.133 -0.232 0.285
C -0.069 -0.095 -0.098
C 0.164 -0.065 0.068
H -0.075 -0.364 0.283
C 0.623 -0.307 0.087
C 0.346 0.742 0.091
H -0.027 -0.265 -0.130
O 3.061 0.640 -0.778
C -0.083 -0.037 0.036
H 0.000 -0.205 -0.271
H 0.249 0.059 0.091
H 0.171 -0.264 -0.053
C -4.111 -0.856 0.935
H 0.057 -0.104 -0.264
H -0.211 0.108 0.045
H -0.223 -0.098 -0.047
H 0.227 -0.140 -0.328
H 0.048 -0.089 -0.095
H 0.266 0.330 0.026
O -0.214 -0.336 1.017
H -0.220 0.113 -0.035
C -0.064 0.086 0.203
C -2.698 -1.904 1.167
H 0.206 0.248 0.034
C 0.081 0.037 0.102
C 0.120 0.158 0.106
C -0.303 -0.145 0.103
H 0.112 0.076 0.227
H 0.091 0.263 0.145

multiplicity = 7
charge = +2
expectation value of S² = 12.046
HOMO energy (alpha / beta) = -13.61 / -11.96 eV